1.
Below is an isolated ion of composition C38H39N4O and charge +1 in a non-equilibrium geometry, with properties calculated with the ωB97M-V functional and the def2-TZVPD basis.

Calculated values
Charge = +1
HOMO-LUMO gap = 7.027 eV
E_HOMO = -10.30 eV

Each line ends with the Mulliken charge.
Element x y z (Å)
C (2.5448, 4.0970, 2.3748)  -1.12
N (2.2425, 3.3731, 1.1590)  0.37
C (3.1044, 3.3888, 0.0904)  0.29
O (4.1088, 4.0626, -0.0138)  -0.67
C (2.5723, 2.3503, -0.9065)  0.19
C (3.6765, 1.3428, -1.2636)  -1.42
C (4.1394, 0.6046, -0.0236)  0.17
C (5.1666, 1.1581, 0.7436)  -0.28
C (5.5154, 0.5826, 1.9541)  -0.73
C (4.8740, -0.5832, 2.3867)  -0.78
C (3.8692, -1.1563, 1.5944)  -0.31
C (3.5575, -0.6089, 0.3536)  0.32
N (1.4325, 1.7632, -0.1989)  0.67
C (0.7198, 0.6415, -0.6193)  -1.65
C (-0.0532, -0.1346, 0.1891)  0.40
C (-0.8485, -1.3396, -0.3180)  -0.85
C (-2.2996, -1.3217, 0.2841)  0.44
C (-3.4528, -1.2117, -0.5091)  -0.15
C (-4.7205, -1.4800, 0.0605)  -0.76
C (-4.8289, -1.6633, 1.4446)  -0.53
C (-3.6900, -1.5713, 2.2445)  -0.78
C (-2.4425, -1.3411, 1.6632)  -0.26
N (-0.1196, -2.7353, -0.4247)  0.47
C (0.2550, -3.3230, 0.7995)  -0.18
C (1.6139, -4.0125, 0.6648)  -0.27
C (1.5848, -5.0832, -0.3874)  -0.99
N (0.7168, -4.6463, -1.4506)  -0.13
C (-0.1214, -3.6094, -1.4702)  1.19
C (-1.0986, -3.7295, -2.6044)  -0.24
C (-0.6539, -4.1378, -3.8976)  -0.76
C (-1.5316, -4.0486, -4.9904)  -0.65
C (-2.8735, -3.6745, -4.7723)  -0.47
C (-3.3446, -3.4243, -3.4666)  -0.48
C (-2.4888, -3.6166, -2.3820)  -0.36
C (1.2047, 2.3201, 1.1160)  -0.73
C (-0.1609, 2.8873, 1.3111)  -0.92
C (-0.5493, 3.9598, 0.6197)  0.05
C (-1.8361, 4.6102, 0.7418)  0.82
C (-2.1336, 5.7496, -0.0464)  -0.44
C (-3.3625, 6.3957, 0.0548)  -0.57
C (-4.3451, 5.8997, 0.9361)  -0.41
C (-4.0614, 4.7819, 1.7368)  -0.70
C (-2.8236, 4.1439, 1.6476)  -0.42
H (3.4198, 4.7171, 2.1898)  0.40
H (1.6966, 4.7199, 2.6625)  0.29
H (2.7471, 3.3908, 3.1853)  0.36
H (2.2055, 2.8981, -1.7953)  0.28
H (3.3002, 0.6646, -2.0451)  0.49
H (4.5067, 1.9431, -1.6768)  0.61
H (5.6610, 2.0655, 0.3856)  0.43
H (6.2946, 1.0416, 2.5567)  0.42
H (5.1602, -1.0438, 3.3299)  0.41
H (3.3459, -2.0438, 1.9358)  0.30
H (2.8520, -1.1065, -0.3225)  0.28
H (1.0382, 0.2760, -1.5961)  0.41
H (-0.1771, 0.1816, 1.2376)  0.24
H (-0.8968, -1.2701, -1.4110)  0.57
H (-3.3911, -1.0209, -1.5997)  0.60
H (-5.6126, -1.5790, -0.5878)  0.40
H (-5.7946, -1.8676, 1.8954)  0.42
H (-3.7471, -1.7302, 3.3252)  0.40
H (-1.5412, -1.3033, 2.2871)  0.26
H (0.2609, -2.5583, 1.5681)  0.35
H (-0.4927, -4.0935, 1.0808)  0.19
H (2.3644, -3.2528, 0.4186)  -0.17
H (1.8803, -4.4664, 1.6265)  0.54
H (2.5915, -5.3140, -0.7584)  0.45
H (1.2146, -6.0429, 0.0079)  0.39
H (0.6191, -5.3529, -2.1957)  0.29
H (0.3593, -4.5237, -4.0396)  0.42
H (-1.1670, -4.2859, -5.9920)  0.40
H (-3.5700, -3.6498, -5.6214)  0.38
H (-4.3793, -3.1104, -3.3131)  0.45
H (-2.8994, -3.7054, -1.3594)  0.53
H (1.4278, 1.5701, 1.8999)  0.60
H (-0.8148, 2.3213, 1.9782)  0.27
H (0.1480, 4.4178, -0.0910)  0.20
H (-1.3676, 6.1099, -0.7420)  0.35
H (-3.5693, 7.2814, -0.5513)  0.37
H (-5.3174, 6.3815, 0.9920)  0.38
H (-4.8151, 4.4032, 2.4342)  0.37
H (-2.5996, 3.2782, 2.2761)  0.28

2.
Below is C38H40As2FeNO4P as an isolated structure, with properties calculated with the ωB97M-V functional and the def2-TZVPD basis.

Calculated values
2S+1 = 5
HOMO-LUMO gap (alpha / beta) = 7.157 / 7.771 eV
E_HOMO (alpha / beta) = -7.27 / -7.92 eV

Each line ends with the Mulliken spin population.
Element x y z (Å)
Fe (0.0643, -0.2990, 0.1581)  3.77
O (2.1139, -0.6812, 0.1444)  0.02
C (2.8039, -0.9617, 1.1277)  0.00
C (2.3510, -1.2016, 2.4665)  0.01
C (3.3428, -1.3302, 3.4486)  0.00
C (2.9867, -1.5065, 4.7561)  0.00
C (1.6336, -1.5707, 5.1371)  0.00
C (0.6555, -1.4575, 4.1957)  0.01
C (0.9633, -1.2648, 2.8130)  0.01
O (0.0167, -1.1695, 1.9626)  0.04
N (4.0246, -1.6238, 5.7712)  0.00
O (5.1867, -1.5466, 5.4126)  0.00
O (3.6739, -1.7867, 6.9254)  0.00
H (3.8956, -0.9970, 0.9895)  0.00
H (4.3898, -1.2808, 3.1796)  0.00
H (1.3926, -1.7083, 6.1815)  0.00
H (-0.3907, -1.4972, 4.4677)  0.00
C (0.3458, -5.1939, -0.0699)  0.00
As (-0.2738, -3.3851, -0.4856)  -0.01
C (-2.0406, -3.4854, 0.3491)  0.00
C (-0.8393, -3.6148, -2.3494)  0.01
C (-1.1486, -4.8717, -2.8667)  0.00
C (-1.5340, -5.0288, -4.1886)  0.00
C (-1.6169, -3.9199, -5.0178)  0.00
C (-1.3163, -2.6653, -4.5133)  0.00
C (-0.9249, -2.4978, -3.1866)  0.04
As (-0.5559, -0.6911, -2.5158)  0.00
C (-2.2014, 0.1862, -3.0791)  0.00
C (0.6253, -0.0347, -3.9217)  0.01
H (-0.4425, -5.9380, -0.1793)  0.00
H (0.6886, -5.1992, 0.9642)  0.00
H (1.1850, -5.4501, -0.7151)  0.00
H (-2.5764, -4.3758, 0.0210)  0.00
H (-2.6126, -2.5965, 0.0831)  0.00
H (-1.9146, -3.4983, 1.4312)  0.00
H (-1.0895, -5.7478, -2.2332)  0.00
H (-1.7692, -6.0140, -4.5705)  0.00
H (-1.9154, -4.0313, -6.0522)  0.00
H (-1.3906, -1.8068, -5.1706)  0.00
H (-2.4031, -0.0222, -4.1290)  0.00
H (-2.1079, 1.2601, -2.9233)  0.00
H (-3.0262, -0.1825, -2.4705)  0.00
H (0.2635, -0.3153, -4.9095)  0.00
H (1.6275, -0.4330, -3.7712)  0.00
H (0.6576, 1.0520, -3.8458)  0.00
C (1.8722, 5.4412, 0.1521)  0.00
C (2.4542, 4.7815, -1.0698)  -0.01
C (3.3439, 5.5053, -1.8602)  0.00
C (3.9423, 4.9553, -2.9840)  0.00
C (3.6610, 3.6467, -3.3414)  0.00
C (2.7807, 2.9124, -2.5620)  0.01
C (2.1603, 3.4592, -1.4393)  0.02
P (1.0509, 2.3100, -0.5357)  -0.09
C (1.4936, 2.5847, 1.2291)  0.03
C (0.5224, 2.9440, 2.1618)  0.00
C (0.8081, 2.9799, 3.5174)  0.00
C (2.0840, 2.6618, 3.9572)  0.00
C (3.0663, 2.3407, 3.0341)  0.00
C (2.7986, 2.3038, 1.6677)  -0.01
C (3.9230, 2.0100, 0.7085)  0.00
C (-0.6161, 3.0198, -0.8016)  0.02
C (-0.8236, 4.1510, -1.5964)  0.00
C (-2.1006, 4.5545, -1.9457)  0.00
C (-3.1947, 3.8234, -1.4962)  0.00
C (-2.9978, 2.7029, -0.7102)  0.00
C (-1.7174, 2.2676, -0.3476)  -0.02
C (-1.5199, 1.0379, 0.4662)  0.13
H (1.9405, 6.5251, 0.0595)  0.00
H (2.4133, 5.1429, 1.0530)  0.00
H (0.8279, 5.1748, 0.3067)  0.00
H (3.5706, 6.5283, -1.5825)  0.00
H (4.6291, 5.5490, -3.5737)  0.00
H (4.1256, 3.1986, -4.2100)  0.00
H (2.5773, 1.8788, -2.8150)  0.00
H (-0.4686, 3.2109, 1.8184)  0.00
H (0.0353, 3.2546, 4.2237)  0.00
H (2.3186, 2.6717, 5.0141)  0.00
H (4.0695, 2.1117, 3.3766)  0.00
H (4.7648, 1.5597, 1.2362)  0.00
H (4.2797, 2.9258, 0.2315)  0.00
H (3.6117, 1.3412, -0.0963)  0.00
H (0.0224, 4.7116, -1.9726)  0.00
H (-2.2404, 5.4287, -2.5683)  0.00
H (-4.1996, 4.1284, -1.7612)  0.00
H (-3.8508, 2.1306, -0.3630)  0.00
H (-2.4378, 0.4351, 0.4466)  -0.01
H (-1.3778, 1.3008, 1.5203)  0.00

3.
Below is a 3-piece molecular cluster, C38H40BBr2ClNO6P overall in a non-equilibrium geometry, with properties calculated with the ωB97M-V functional and the def2-TZVPD basis.

Calculated values
HOMO-LUMO gap = 6.965 eV
E_HOMO = -8.06 eV

Each line ends with the Mulliken charge.
Element x y z (Å)
C (0.9753, 4.0288, -2.1687)  -0.82
B (-0.2847, 3.0199, -2.3611)  0.32
O (-1.3031, 3.1200, -1.3483)  -0.70
P (-0.3801, 1.7134, -3.8038)  2.26
C (-1.8625, 0.5766, -3.9846)  -1.23
C (-3.2421, 1.1666, -3.5092)  -0.82
C (-3.5471, 0.9380, -1.9945)  -0.24
Cl (-4.5429, 2.3849, -1.4392)  -0.24
C (0.6002, 0.5379, -2.6272)  -1.00
C (2.0034, 0.2230, -3.2632)  -0.10
O (1.8314, -0.7353, -4.3220)  -0.57
C (2.9990, -0.4151, -2.2362)  -0.61
N (4.0873, 0.5165, -1.8434)  -0.70
C (-1.1362, 2.9676, -5.0810)  -1.16
Br (-1.8155, 4.6466, -4.2923)  -0.11
C (-0.1612, 3.3673, -6.2549)  -0.32
C (0.0038, 2.2155, -7.3164)  -1.11
Br (1.5578, 4.1224, -5.6633)  -0.11
H (0.7788, 4.9535, -2.7397)  0.36
H (1.8718, 3.4761, -2.5384)  0.22
H (1.1128, 4.2821, -1.0923)  0.14
H (-1.1204, 2.5047, -0.6332)  0.31
H (0.6860, 1.5247, -4.7565)  -0.54
H (-1.9791, 0.3821, -5.0782)  0.43
H (-1.7648, -0.4194, -3.5157)  0.48
H (-3.4014, 2.2317, -3.7516)  0.33
H (-4.0248, 0.6050, -4.0734)  0.44
H (-4.1783, 0.0583, -1.7815)  0.39
H (-2.6249, 0.8745, -1.3877)  0.11
H (0.8425, 1.0532, -1.6556)  0.02
H (0.1419, -0.4489, -2.4233)  0.50
H (2.5043, 1.1535, -3.6305)  0.45
H (2.3252, -0.4241, -5.0819)  0.37
H (3.4939, -1.2740, -2.7436)  0.28
H (2.5125, -0.8163, -1.3205)  0.30
H (4.4112, 0.2570, -0.9219)  0.36
H (3.7660, 1.4800, -1.8127)  0.27
H (-2.0072, 2.5042, -5.6043)  0.60
H (-0.6852, 4.1807, -6.8019)  0.64
H (0.5913, 1.3605, -6.9419)  0.24
H (0.4907, 2.6992, -8.1924)  0.42
H (-1.0184, 1.9488, -7.6535)  0.30
O (-4.4798, -2.8691, -0.2029)  -0.71
C (-4.7997, -3.3838, 0.8531)  0.54
C (-5.9920, -2.9082, 1.5950)  0.26
C (-6.7616, -1.8786, 1.0626)  -0.52
C (-7.9002, -1.4492, 1.7280)  -0.58
C (-8.2761, -2.0486, 2.9271)  -0.44
C (-7.5026, -3.0646, 3.4699)  -0.62
C (-6.3549, -3.4934, 2.8088)  0.34
C (-5.5249, -4.5675, 3.4063)  0.55
O (-5.8105, -5.0407, 4.4895)  -0.67
C (-4.3439, -5.0579, 2.6546)  0.19
C (-3.5748, -6.0904, 3.1852)  -0.58
C (-2.4871, -6.5787, 2.4761)  -0.46
C (-2.1630, -6.0388, 1.2346)  -0.48
C (-2.9182, -5.0006, 0.7085)  -0.54
C (-4.0080, -4.5032, 1.4187)  0.19
H (-6.4755, -1.4140, 0.1279)  0.49
H (-8.4998, -0.6500, 1.3100)  0.41
H (-9.1722, -1.7210, 3.4394)  0.40
H (-7.7945, -3.5251, 4.4049)  0.47
H (-3.8269, -6.5154, 4.1481)  0.47
H (-1.8924, -7.3843, 2.8887)  0.40
H (-1.3191, -6.4274, 0.6781)  0.40
H (-2.6611, -4.5814, -0.2557)  0.48
O (5.7612, -0.5089, 2.1009)  -0.68
C (5.5243, 0.2428, 3.0278)  0.57
C (6.2182, 0.0827, 4.3289)  0.07
C (7.1658, -0.9263, 4.4811)  -0.51
C (7.8479, -1.0599, 5.6814)  -0.49
C (7.5883, -0.1866, 6.7341)  -0.47
C (6.6330, 0.8094, 6.5927)  -0.50
C (5.9408, 0.9436, 5.3922)  0.12
C (4.9089, 2.0009, 5.2584)  0.61
O (4.6289, 2.7158, 6.2013)  -0.66
C (4.2299, 2.1736, 3.9510)  0.26
C (3.2840, 3.1845, 3.7972)  -0.63
C (2.6671, 3.3749, 2.5691)  -0.60
C (2.9924, 2.5574, 1.4902)  -0.11
C (3.9238, 1.5410, 1.6441)  -0.81
C (4.5414, 1.3423, 2.8750)  0.24
H (7.3737, -1.6035, 3.6628)  0.46
H (8.5877, -1.8424, 5.7966)  0.39
H (8.1306, -0.2847, 7.6663)  0.40
H (6.4297, 1.4835, 7.4147)  0.47
H (3.0326, 3.8245, 4.6330)  0.48
H (1.9346, 4.1640, 2.4501)  0.41
H (2.5169, 2.7129, 0.5285)  0.53
H (4.1699, 0.9086, 0.8072)  0.32